[1]
Density functional theory data (ωB97M-V/def2-TZVPD) for a single C3H3Cl4N molecule in a non-equilibrium geometry.

Each line ends with the Mulliken charge.
Positions of all 11 atoms, in Å:
C (0.12, 0.20, -0.44)  -0.75
N (-0.23, -0.86, -1.37)  -0.25
C (1.09, -1.94, -1.42)  0.03
Cl (2.13, -2.09, -0.19)  -0.10
C (1.01, -2.97, -2.48)  0.54
Cl (-0.57, -2.67, -3.33)  -0.12
Cl (2.32, -2.47, -3.54)  -0.10
Cl (1.11, -4.70, -1.96)  -0.12
H (0.86, 0.84, -1.06)  0.29
H (0.46, -0.21, 0.51)  0.33
H (-0.89, 0.86, -0.30)  0.24

Its SMILES is C/N=C(\Cl)C(Cl)(Cl)Cl. The calculation puts the relative energy (zero: lowest compared OMol25 entry of this formula, charge and spin) at 338.6 kJ/mol. The electronic energy is -54734.936 eV. As for the LUMO energy (spin up / spin down): -0.803 / -0.567 eV. As for the orbital gap (spin up / spin down): 9.2 / 8.4 eV. As for the molecular weight: 194.9 u.



[2]
Density functional theory data (ωB97M-V/def2-TZVPD) for 3 unconnected molecules or ions with the total composition C3H3Cl9.

Each line ends with the Mulliken charge.
Positions of all 15 atoms, in Å:
Cl (3.04, 1.88, 1.94)  -0.12
C (1.50, 2.75, 2.05)  0.53
Cl (1.43, 4.04, 0.77)  -0.14
Cl (1.27, 3.48, 3.66)  -0.11
H (0.76, 2.01, 1.74)  -0.15
Cl (-1.48, -2.99, -2.30)  -0.12
C (-0.06, -2.09, -2.90)  0.32
Cl (-0.22, -1.78, -4.64)  -0.13
Cl (1.42, -2.99, -2.52)  -0.11
H (-0.04, -1.10, -2.45)  0.04
Cl (-1.50, 0.34, 2.30)  -0.12
C (-1.65, -0.72, 0.90)  0.01
Cl (-0.64, -2.15, 1.25)  -0.09
Cl (-1.16, 0.30, -0.48)  -0.12
H (-2.68, -1.00, 0.68)  0.33

Its SMILES is ClC(Cl)Cl.ClC(Cl)Cl.ClC(Cl)Cl. The calculation puts the relative energy (zero: lowest compared OMol25 entry of this formula, charge and spin) at 33.3 kJ/mol. The electronic energy is -115860.990 eV. As for the LUMO energy: 0.282 eV. As for the orbital gap: 11.4 eV. As for the molecular weight: 358.1 u.



What did the second record say?
Density functional theory data (ωB97M-V/def2-TZVPD) for 3 unconnected molecules or ions with the total composition C3H3Cl9.

Each line ends with the Mulliken charge.
Positions of all 15 atoms, in Å:
Cl (3.04, 1.88, 1.94)  -0.12
C (1.50, 2.75, 2.05)  0.53
Cl (1.43, 4.04, 0.77)  -0.14
Cl (1.27, 3.48, 3.66)  -0.11
H (0.76, 2.01, 1.74)  -0.15
Cl (-1.48, -2.99, -2.30)  -0.12
C (-0.06, -2.09, -2.90)  0.32
Cl (-0.22, -1.78, -4.64)  -0.13
Cl (1.42, -2.99, -2.52)  -0.11
H (-0.04, -1.10, -2.45)  0.04
Cl (-1.50, 0.34, 2.30)  -0.12
C (-1.65, -0.72, 0.90)  0.01
Cl (-0.64, -2.15, 1.25)  -0.09
Cl (-1.16, 0.30, -0.48)  -0.12
H (-2.68, -1.00, 0.68)  0.33

Its SMILES is ClC(Cl)Cl.ClC(Cl)Cl.ClC(Cl)Cl. The calculation puts the relative energy (zero: lowest compared OMol25 entry of this formula, charge and spin) at 33.3 kJ/mol. The electronic energy is -115860.990 eV. As for the LUMO energy: 0.282 eV. As for the orbital gap: 11.4 eV. As for the molecular weight: 358.1 u.